Entry 1:
Density functional theory data (ωB97M-V/def2-TZVPD) for a molecular structure, C36H40BrN5O2S2W.

CARTESIAN COORDINATES (ANGSTROEM)
S -2.9157 -2.9957 -2.8611
H -5.8194 0.5695 -2.7192
C -1.7151 -2.7942 -0.6588
C 5.7719 -1.2248 1.1100
H 2.8988 1.9519 1.3016
H 8.1521 -3.6310 0.9400
H 1.2290 1.1464 -3.5749
N 0.2424 -2.4066 0.6655
H -2.0203 -4.6780 1.6257
H 2.9156 -2.2194 1.0469
N 0.9429 0.5768 2.1441
C -4.3503 0.6303 -1.1637
C -1.5745 0.7058 4.4837
N -1.0660 -1.9237 -1.5359
H -5.1287 0.2473 -5.1511
H -1.0700 2.0617 0.9089
C 1.2476 2.5870 -1.2072
N 1.5127 0.3733 0.9636
H 7.8808 -3.5192 3.3938
H 1.4357 1.1066 2.8557
H -2.9244 3.6115 5.5389
H -3.5194 0.7800 -5.6593
O -0.9252 0.0031 1.0352
W 0.0819 -0.4302 -0.5402
H -1.7262 3.3541 -2.7743
H -2.4890 1.3040 6.3259
C 7.4398 -2.9442 1.3765
C -4.3268 0.9568 -4.9489
C -2.1965 1.6048 5.3300
C -2.4413 2.8988 4.8842
C 0.9886 -2.8977 1.6315
H 4.9465 -0.4402 2.9342
H -2.6908 0.7710 0.1526
C -0.9743 -3.0657 0.5701
C 0.6124 2.0456 -3.5301
C -1.1919 1.0871 3.1996
H -1.3020 3.6037 -1.0716
C 2.8317 0.9305 0.9320
N -0.6322 1.0117 -1.5948
C 6.3824 -1.9847 3.3128
C -2.9889 0.7643 -0.8828
C 0.0685 2.2767 -2.1197
C 3.8829 0.2577 0.5532
C 7.2866 -2.8816 2.7533
H 5.2659 -0.3381 -0.8333
C 5.6287 -1.1606 2.4967
C -2.7810 -3.4143 -1.2033
C -0.4312 0.1251 2.3431
C -1.1783 -4.0152 1.5108
C -2.5039 0.9738 -3.2215
H -2.2817 4.2892 3.2432
C -0.8742 -1.4652 -3.9793
O -1.1124 2.8181 1.5070
C 4.9616 -0.3872 0.2095
C -1.5465 -2.0053 -2.7716
H 1.7111 3.5140 -1.5441
H -0.1494 -2.2135 -4.3130
H -1.8066 1.1317 -4.0283
H -4.7220 1.9554 -5.1440
H -5.5914 -0.6007 0.0870
H 6.8149 -2.1572 -0.5182
S 0.2087 -4.1438 2.5007
H -0.3443 4.3542 -2.3469
H 0.9251 2.7396 -0.1756
C 6.6881 -2.1155 0.5570
C -0.8997 3.4562 -2.0756
H -0.3282 -0.5541 -3.7538
H -3.4390 -4.1389 -0.7525
C -3.8517 0.8522 -3.5260
C 2.3824 -2.4861 1.9585
C -1.4632 2.3848 2.7565
C -5.3362 0.4535 -0.0415
C -2.0584 0.9178 -1.9005
H -1.3728 -0.3055 4.8194
C -4.7645 0.6637 -2.4856
H 1.2499 2.8904 -3.7930
H 2.0114 1.8122 -1.2605
Br 2.0782 -1.1042 -1.7750
H -0.1657 1.9940 -4.2872
H -6.2626 0.9885 -0.2451
H 2.3949 -1.6262 2.6287
H -1.5836 -1.2894 -4.7846
H -0.4174 -0.8635 2.8198
H -4.9324 0.8167 0.9030
C -2.0832 3.2890 3.6041
H 2.9158 -3.2971 2.4510
H 6.2827 -1.9192 4.3882

Computed properties:
HOMO (alpha / beta) = -13.208 / -13.193 eV
net charge = +2
energy relative to the best compared isomer or geometry (same formula, charge and spin) = 5.4 kcal/mol
2S+1 = 3
<S²> = 2.01

***

Entry 2:
Density functional theory data (ωB97M-V/def2-TZVPD) for C2HN3O4 in the gas phase in a non-equilibrium geometry.

CARTESIAN COORDINATES (ANGSTROEM)
O 0.0514 1.4099 3.1359
O -0.9177 2.1835 -0.9873
C -0.0626 0.2830 -0.4196
N -0.5472 0.9769 -1.3652
O -0.8354 3.2695 1.1534
N -0.6643 2.2717 0.5457
N 0.1790 0.6303 2.2562
C -0.1347 1.1430 0.8471
H 0.2729 -0.7042 -0.6265
O 0.5513 -0.4912 2.3384

Computed properties:
HOMO (alpha / beta) = -10.610 / -10.611 eV
energy relative to the best compared isomer or geometry (same formula, charge and spin) = 125.0 kcal/mol

***

Entry 3:
Density functional theory data (ωB97M-V/def2-TZVPD) for C25H36N4O2S in the gas phase in a non-equilibrium geometry.

CARTESIAN COORDINATES (ANGSTROEM)
H 0.2432 -1.3470 -1.5570
C -1.4715 1.5302 -4.6196
H 4.2291 1.6887 -0.1106
H 1.7106 -4.4554 2.7634
H 0.0470 -3.0497 4.0043
O -3.5163 -2.5151 -2.9606
N 0.4834 2.0799 -2.7259
C -1.5858 0.0425 -4.2685
H -0.7494 -3.5381 -1.2913
H 2.5937 -0.2644 2.5447
H -0.7824 0.0718 -1.8170
H 3.1471 3.1124 5.2902
C -2.8433 -0.2780 -3.4338
H 1.7103 2.2551 3.4443
H -1.7526 -0.1800 0.4504
H -1.4854 -1.5817 2.7795
H -1.6313 -0.5380 -5.1913
H 1.8843 -1.0700 1.1443
H -2.7088 -2.3411 0.7374
C 0.5609 2.6781 -0.4638
C 1.1661 2.7993 0.7741
H 3.9262 1.7530 4.4638
H -0.6953 -3.9687 2.7061
H 0.0191 0.0116 0.4428
H -3.6681 -0.4178 -4.1418
C -1.7343 -2.7919 0.4711
H -3.2983 2.9661 -2.2283
C 1.9027 -1.0509 2.2346
H 4.4610 3.4023 4.1378
H -2.5294 -3.6647 -1.3458
C -3.2961 0.8067 -2.4361
H 2.4813 -2.3649 3.8384
H 0.5270 -0.7502 3.8576
C 3.1951 1.9646 -0.2409
N -0.6319 -1.9325 0.8746
O 3.2155 2.4572 2.0418
H 3.1265 1.4982 -2.3314
H -2.7526 0.7278 -1.4953
H 2.2429 3.9286 3.1198
H -4.3523 0.6504 -2.2109
C -0.7278 -0.8902 -1.3240
C 2.4992 2.4257 0.8860
N -1.7230 2.3574 -3.4530
H -3.7456 2.3982 -3.8477
C 1.3817 -3.4907 2.3713
H -0.4694 1.7504 -4.9881
H 0.1762 0.2423 2.4541
N -1.7719 -1.7857 -1.7594
S -1.1034 2.9973 -0.8684
H 3.3632 -2.6347 2.3327
C -1.6913 -3.0396 -1.0358
C -0.7388 2.4157 -2.5285
C -2.7281 -1.6217 -2.7021
C -0.5013 -1.8272 2.3298
C -3.0892 2.2155 -2.9938
C 0.5032 -0.7512 2.7646
C 1.2466 2.2059 -1.5993
H 1.3192 -3.5624 1.2849
C 2.3814 -2.4035 2.7504
C 2.5823 2.8890 3.2294
H -2.2055 1.8110 -5.3787
C 3.5960 2.7828 4.3576
C -0.7929 -0.6668 0.1879
C 2.5873 1.8576 -1.4702
C -0.0020 -3.1550 2.9181
H 0.5971 3.1653 1.6130
H -0.6749 -0.2547 -3.7542
H -1.6562 -3.7553 0.9722

Computed properties:
HOMO = -7.701 eV
energy relative to the best compared isomer or geometry (same formula, charge and spin) = 0.0 kcal/mol

***

Entry 4:
Density functional theory data (ωB97M-V/def2-TZVPD) for 2 unconnected molecules or ions with the total composition C2H8O2 in a non-equilibrium geometry.

CARTESIAN COORDINATES (ANGSTROEM)
H -0.3337 0.0848 -2.0807
H 0.4482 0.7740 -0.6524
H 1.5748 -0.4894 1.1551
H 1.1197 -2.0154 1.8580
C -0.0458 1.0136 -1.6098
O -0.4736 -1.1899 0.6681
C 0.7088 -1.0362 1.5667
H 0.2931 -0.6093 2.4446
O -1.0444 2.0148 -1.3223
H 0.5594 1.6581 -2.1513
H -0.9693 -1.8171 1.0236
H -1.8371 1.6121 -0.8996

Computed properties:
HOMO = -9.960 eV
energy relative to the best compared isomer or geometry (same formula, charge and spin) = 34.4 kcal/mol

***

Entry 5:
Density functional theory data (ωB97M-V/def2-TZVPD) for 2 unconnected molecules or ions with the total composition C3H8NOS in a non-equilibrium geometry.

CARTESIAN COORDINATES (ANGSTROEM)
H -0.6538 -0.4157 -2.5441
H -0.3089 0.9584 -1.4664
N -0.0127 0.1085 -1.9112
C -0.4155 -0.8704 -0.1046
H 0.8983 2.4405 0.5587
H -0.7332 -2.5978 0.7708
H -0.3311 1.7761 2.3053
S -1.2928 0.3077 0.6866
H 0.5544 0.2938 2.3843
H 0.8890 0.1764 -2.3905
C -0.3344 -2.1136 -0.1181
O 1.1414 1.5496 0.8771
H 0.3827 -2.6754 -0.7560
C 0.2164 1.0619 1.7081

Computed properties:
HOMO = -14.434 eV
net charge = +1
energy relative to the best compared isomer or geometry (same formula, charge and spin) = 57.0 kcal/mol

***

Entry 6:
Density functional theory data (ωB97M-V/def2-TZVPD) for 6 unconnected molecules or ions with the total composition C30H60Cl9N3O3 in a non-equilibrium geometry.

CARTESIAN COORDINATES (ANGSTROEM)
C 0.6206 3.8246 1.9024
C 0.5032 1.3379 0.5279
H 4.5157 -5.3646 -0.2708
C 1.3116 3.7149 0.5580
H 4.3317 -4.6522 -4.1200
H -1.2320 0.3913 2.7210
H 1.9994 2.8758 4.1879
N 2.1516 -4.7277 -2.3238
H 2.2395 -7.0008 -1.3744
H 1.1200 2.4238 -1.1930
H -0.7840 -0.4209 0.1827
H -1.4980 1.0245 -0.3958
H -5.4021 4.0496 2.4185
H -2.8086 3.6243 -0.1168
H -0.3237 2.8463 -0.5529
Cl 1.2355 -1.3788 -6.8092
C 2.5805 -6.6097 -3.8479
O -0.2924 0.4208 2.4977
H 1.0572 4.6459 2.4399
C -4.6614 2.8819 0.8806
C 0.5201 2.5908 2.7054
H 1.5328 -5.3686 0.3159
C -4.3206 0.2378 3.7491
H 5.1811 -6.0357 -3.6116
Cl 5.1692 1.6303 -0.3783
H 3.1639 -7.5238 -4.0102
O -2.9787 1.2889 1.2983
H 1.6491 -7.0519 -3.5011
H -4.2862 -0.2743 0.7891
H 5.0043 -4.5236 -2.5675
C -5.0821 -0.4045 1.4972
H -7.7320 3.0050 2.5384
H -6.1176 1.9841 3.9537
Cl -0.0383 0.4836 -5.0321
H -5.0096 -0.4497 4.2588
Cl 0.4778 4.2325 -3.6965
H 1.6400 -0.1837 1.4779
Cl 6.0069 2.1508 2.3264
C -0.4346 2.8098 3.8111
H 0.8197 -2.4805 -1.6985
H -0.3616 4.2472 1.6542
O 2.0568 -3.7311 -3.3316
C -6.8985 2.4982 2.0145
C 2.3348 -3.9630 -1.0851
H -4.8899 -1.4186 1.9188
Cl 6.6593 4.0219 0.1445
C -5.1566 2.1811 -0.4324
H 1.3672 -4.0903 -3.9977
H 0.2576 -3.9188 -0.7968
H -4.4544 1.4569 -0.8310
C 2.5003 -4.9181 0.0852
H -4.1052 1.0176 4.4464
H 2.0636 2.6048 -4.0989
H 0.0240 3.5930 4.4273
H -4.0138 4.8900 0.1264
C 3.5989 -5.8833 -0.1579
H -6.9478 0.5883 3.1870
H 2.4678 -6.0250 -4.7161
C -3.5826 3.9653 0.5605
Cl 3.0587 3.9464 -2.4572
H -7.2673 1.9665 1.1489
H 1.2791 4.6587 0.0132
H 2.1536 0.0802 -0.3141
H -6.0216 -0.3585 0.9618
N -4.1293 1.9294 1.9001
Cl 2.8470 4.4986 -5.2307
H 3.9744 -7.5378 -1.6528
C -4.9687 0.8109 2.4783
H 2.7161 -4.2873 0.9616
C 1.8398 0.5424 0.6559
H 4.6262 3.3997 1.0490
H -6.1613 1.8352 -0.2838
H 3.6183 -6.5672 0.6665
H 2.6688 1.2258 0.9547
C 1.0962 -3.1729 -0.8436
H -2.2260 1.8467 1.5468
C 0.6918 2.6016 -0.2165
H -3.4059 -0.3750 3.5850
C 2.1047 3.6746 -3.8768
C 3.2804 -6.6894 -1.4419
C -5.8359 3.5576 1.5468
N -0.1285 1.6432 1.7890
H -5.2529 2.9480 -1.2458
H 1.8583 1.0955 3.7454
Cl 2.8005 -0.1562 -4.6688
H 2.6796 2.2690 2.7098
H 1.2310 -2.5310 0.0372
C 5.5494 2.8749 0.7856
C 1.2063 -0.7618 -5.1814
C 4.5117 -5.2246 -3.2157
H -6.3671 4.2035 0.8344
C -6.2669 1.4430 2.9749
C 3.1567 -5.7803 -2.6879
H -0.1921 0.2781 -1.3324
C 1.7941 2.1486 3.3471
H -0.5721 1.9045 4.4018
C 3.5743 -2.9273 -1.2070
H 3.6494 -2.7002 -2.2394
H -3.0943 4.1366 1.5489
H 3.2667 -1.9553 -0.7065
H 4.4825 -3.3891 -0.7824
C -0.4776 0.5284 -0.3164
H 0.8931 -1.5435 -4.5431
H -1.3542 3.1699 3.3421
H 2.3635 3.6000 0.8045

Computed properties:
HOMO = -8.569 eV

***

E values, unit Ha, following the record order: -5257.0695, -541.7581, -1741.9720, -231.4075, -646.9336, -5710.5952.